No. 1
Below is 2 unconnected molecules or ions with the total composition C4H12N4O in a non-equilibrium geometry, with properties calculated with ωB97M-V/def2-TZVPD.

The geometry in ORCA input format:
```
! wB97M-V def2-TZVPD RIJCOSX def2/J DEFGRID3
* xyz 0 1
H 2.57174 -1.78981 1.40673
N 1.54227 -1.62094 1.37885
N 1.13150 -1.04860 0.38836
C 1.93053 -0.86279 -0.85078
C 1.68953 0.52779 -1.41885
H 2.99321 -1.02726 -0.60709
H 1.60535 -1.62776 -1.56362
H 1.87556 1.29173 -0.66720
H 0.66451 0.61805 -1.76785
H 2.36136 0.70422 -2.25600
C -2.59996 -0.88622 0.18045
C -2.12668 0.54268 0.28314
O -2.79514 1.52420 0.01570
N -0.88875 0.67020 0.84575
N -0.27020 1.93157 0.95684
H -2.20822 -1.32695 -0.73525
H -2.24786 -1.48522 1.01654
H -3.68455 -0.91562 0.13050
H -0.34306 -0.14317 1.11594
H -0.49403 2.35552 1.86158
H -0.70712 2.56838 0.28626
*
```

Summary:
Calculated total energy, eV: -12348.439
ΔE to the lowest compared entry with this formula, charge and spin, eV: 2.868
LUMO energy, eV: 0.604
Kohn-Sham gap, Eh: 0.3403
F_max, eV/A: 1.79
HOMO energy, eV: -8.7


No. 2
Below is 2 unconnected molecules or ions with the total composition C4H12N4O in a non-equilibrium geometry, with properties calculated with ωB97M-V/def2-TZVPD.

The geometry in ORCA input format:
```
! wB97M-V def2-TZVPD RIJCOSX def2/J DEFGRID3
* xyz 0 1
C 1.16870 1.61413 0.15952
N 0.88217 0.19369 0.11529
C 1.17182 -0.51929 1.34449
C 0.96048 -0.50398 -1.15370
O 0.99642 -1.73385 -1.18068
H 0.46224 2.10771 0.82915
H 1.05408 2.06040 -0.82568
H 2.18494 1.79177 0.51740
H 0.42942 -0.22868 2.09146
H 1.13078 -1.58680 1.13956
H 2.16311 -0.26395 1.72388
H 1.42313 0.13491 -1.92636
N -1.93955 0.94965 0.50120
C -1.43284 -0.05655 -0.09870
N -1.67991 -1.40169 0.17701
N -1.03473 0.06364 -1.55255
H -2.51357 0.68671 1.29553
H -1.02269 -2.04186 -0.25576
H -1.80533 -1.59568 1.15998
H -1.22774 0.99603 -1.89431
H -1.37096 -0.66631 -2.16675
*
```

Summary:
Calculated total energy, eV: -12349.549
ΔE to the lowest compared entry with this formula, charge and spin, eV: 1.759
LUMO energy, eV: 0.835
Kohn-Sham gap, Eh: 0.3505
F_max, eV/A: 3.77
HOMO energy, eV: -8.7


No. 3
Below is a molecular structure, C4H12N4O, with properties calculated with ωB97M-V/def2-TZVPD.

The geometry in ORCA input format:
```
! wB97M-V def2-TZVPD RIJCOSX def2/J DEFGRID3
* xyz 0 1
C 2.04916 0.47475 0.86282
C -0.59307 1.70952 -0.90591
N -0.52995 0.25938 -1.00753
C -0.61559 0.03257 1.40377
C -0.41506 -0.57991 0.06980
N -0.22988 -0.29754 -2.26845
N -1.25939 -0.77172 2.24899
N -0.70986 -1.90422 -0.19563
O 1.20485 -0.63869 0.91649
H -0.94999 -0.01468 -2.92758
H 0.66723 0.05445 -2.59567
H -1.46587 -1.75501 2.07179
H -1.44459 -0.43621 3.18032
H -0.55118 -2.13920 -1.16831
H -0.21129 -2.52796 0.42424
H 3.07506 0.13650 1.05353
H 1.77078 1.22767 1.61075
H 2.04901 0.96033 -0.12773
H -0.70315 1.96995 0.14380
H 0.31503 2.16598 -1.31168
H -1.45225 2.07405 -1.47781
*
```

Summary:
Calculated total energy, eV: -12346.610
ΔE to the lowest compared entry with this formula, charge and spin, eV: 4.698
LUMO energy, eV: 0.915
Kohn-Sham gap, Eh: 0.3199
F_max, eV/A: 0.96
HOMO energy, eV: -7.8


No. 4
Below is 2 unconnected molecules or ions with the total composition C4H12N4O2 in a non-equilibrium geometry, with properties calculated with ωB97M-V/def2-TZVPD.

The geometry in ORCA input format:
```
! wB97M-V def2-TZVPD RIJCOSX def2/J DEFGRID3
* xyz 0 1
C 1.37497 -1.19377 1.21523
N 0.03663 -1.10689 0.67666
C -0.74677 -0.24553 1.59286
N -1.69947 0.54300 0.82796
C -0.37172 -1.82037 -0.42117
O 0.43092 -2.57168 -1.01093
O -1.59596 -1.59889 -0.78130
H 1.99175 -1.93775 0.58488
H 1.89241 -0.20559 1.36337
H 1.38440 -1.67019 2.21373
H -0.17830 0.44545 2.10231
H -1.38518 -0.95137 2.23496
H -2.39345 1.11115 1.29282
H -1.29733 1.25227 0.25560
H -2.04366 -0.95337 -0.16662
H 2.00082 1.45542 -0.30056
N 1.18748 1.36213 -0.87007
N 1.57894 1.04102 -2.00922
C 0.63174 0.71423 -3.05027
H 0.86838 1.21659 -3.96513
H 0.61050 -0.30916 -3.15830
H -0.48813 1.02923 -2.69891
*
```

Summary:
Calculated total energy, eV: -14396.003
ΔE to the lowest compared entry with this formula, charge and spin, eV: 2.799
LUMO energy, eV: 0.655
Kohn-Sham gap, Eh: 0.3566
F_max, eV/A: 5.41
HOMO energy, eV: -9.1


No. 5
Below is a molecular structure, C4H12N4P in a non-equilibrium geometry, with properties calculated with ωB97M-V/def2-TZVPD.

The geometry in ORCA input format:
```
! wB97M-V def2-TZVPD RIJCOSX def2/J DEFGRID3
* xyz 1 1
C 1.52303 0.19537 0.12232
C -0.71186 -0.96595 -0.81573
C -2.18586 -0.54830 -0.62241
C 0.22022 0.19513 -0.46723
N 2.37967 1.29925 0.08805
N 1.94071 -0.80277 0.90804
N -1.93317 -0.12357 2.04677
N 0.10528 1.31100 -1.45540
P -1.80078 0.83364 0.57436
H -0.40709 -1.79832 -0.18999
H -0.55320 -1.27736 -1.86685
H -2.54580 -0.11475 -1.50518
H -2.76664 -1.45048 -0.38191
H 3.27754 1.14363 0.53092
H 2.72748 -0.59878 1.47759
H 1.71922 -1.75494 0.64834
H -1.63551 -1.14024 2.14894
H -1.53016 0.41990 2.90301
H 2.12921 2.27869 -0.06563
H 0.86840 1.49935 -2.04645
H -0.82069 1.39952 -2.03158
*
```

Summary:
Calculated total energy, eV: -19584.341
ΔE to the lowest compared entry with this formula, charge and spin, eV: 0.895
LUMO energy, eV: -4.407
Kohn-Sham gap, Eh: 0.2634
F_max, eV/A: 3.71
HOMO energy, eV: -11.6


No. 6
Below is a gas-phase ion, C4H12N5 (charge +1) in a non-equilibrium geometry, with properties calculated with ωB97M-V/def2-TZVPD.

The geometry in ORCA input format:
```
! wB97M-V def2-TZVPD RIJCOSX def2/J DEFGRID3
* xyz 1 1
C -1.62789 1.79842 0.05352
C -0.39065 0.96475 -0.09574
N 0.78464 1.49434 -0.11724
C 2.14857 0.40000 -0.07993
N 2.50993 0.13324 -1.30376
N 2.50713 0.31449 1.17683
N -0.63983 -0.33875 -0.03080
C -1.95624 -1.04576 -0.11468
N 0.42331 -1.25372 0.20858
H -1.37104 2.91133 0.25432
H -2.34859 1.44647 0.90851
H -2.12650 1.90755 -0.80153
H 3.32896 -0.47727 -1.39900
H 2.20691 0.75019 -2.00318
H 2.11423 0.89126 1.89280
H 3.47173 0.08617 1.33041
H -2.75106 -0.38113 -0.00966
H -2.19513 -1.57954 -1.07452
H -1.79155 -1.75946 0.70686
H 0.04566 -2.19227 0.22774
H 0.69752 -1.09571 1.17040
*
```

Summary:
Calculated total energy, eV: -11783.911
ΔE to the lowest compared entry with this formula, charge and spin, eV: 2.086
LUMO energy, eV: -2.930
Kohn-Sham gap, Eh: 0.3486
F_max, eV/A: 8.79
HOMO energy, eV: -12.4